Here is a structure of composition C53H48AsN8O3S3Zn from the OMol25 dataset. Energies are from the ωB97M-V functional and the def2-TZVPD basis.

Positions of all 117 atoms, in Å:
Zn -0.335 1.550 -0.426
N 1.389 0.329 -0.950
C 2.171 1.182 -1.792
C 3.528 1.079 -1.924
C 4.227 1.904 -2.827
C 3.558 2.801 -3.607
C 2.163 2.963 -3.462
C 1.403 3.881 -4.218
C 0.071 4.035 -3.953
C -0.501 3.306 -2.901
N 0.159 2.392 -2.228
C 1.472 2.184 -2.510
H 1.962 -0.165 -0.277
H 0.927 -0.406 -1.522
H 4.072 0.348 -1.338
H 5.299 1.799 -2.914
H 4.088 3.421 -4.319
H 1.890 4.460 -4.992
H -0.542 4.719 -4.522
H -1.529 3.478 -2.602
S -1.454 0.016 -5.968
C -0.580 -0.244 -4.494
N -1.265 -0.246 -3.406
C -2.602 -0.023 -3.669
C -3.620 0.056 -2.717
C -4.913 0.262 -3.148
C -5.213 0.382 -4.510
C -4.219 0.326 -5.466
C -2.912 0.133 -5.032
H 0.492 -0.403 -4.524
H -3.372 -0.035 -1.667
H -5.713 0.332 -2.423
H -6.239 0.527 -4.818
H -4.446 0.422 -6.519
C 2.126 -5.907 -5.150
C 2.333 -6.028 -3.784
C 1.773 -5.110 -2.906
C 1.001 -4.064 -3.394
C 0.828 -3.925 -4.770
C 1.377 -4.848 -5.644
As 0.155 -2.711 -2.263
C 0.265 -3.542 -0.512
C 1.346 -3.525 0.357
C 1.226 -4.082 1.623
C 0.026 -4.662 2.014
C -1.056 -4.687 1.147
C -0.951 -4.114 -0.116
C -2.023 -4.035 -1.123
C -3.320 -4.519 -0.976
C -4.230 -4.391 -2.015
C -3.853 -3.796 -3.212
C -2.563 -3.309 -3.367
C -1.656 -3.413 -2.325
H 2.545 -6.637 -5.828
H 2.927 -6.847 -3.400
H 1.935 -5.216 -1.840
H 0.251 -3.090 -5.156
H 1.223 -4.745 -6.710
H 2.293 -3.101 0.038
H 2.069 -4.075 2.302
H -0.066 -5.103 2.998
H -1.980 -5.156 1.460
H -3.624 -5.002 -0.056
H -5.239 -4.761 -1.893
H -4.564 -3.710 -4.023
H -2.269 -2.855 -4.307
N 3.954 4.301 5.805
C 3.327 4.360 4.583
C 3.628 3.421 3.584
C 2.949 3.440 2.385
C 1.968 4.397 2.164
C 1.642 5.322 3.144
C 2.322 5.307 4.346
S 1.083 4.337 0.645
O 0.264 5.507 0.505
O 2.009 4.010 -0.406
N 0.122 3.000 0.835
C -1.200 3.201 1.089
S -1.915 4.284 2.221
C -3.477 3.640 1.824
C -3.364 2.681 0.884
N -2.077 2.436 0.462
H 4.826 3.803 5.860
H 3.885 5.110 6.397
H 4.403 2.687 3.768
H 3.166 2.726 1.599
H 0.858 6.042 2.949
H 2.086 6.031 5.116
H -4.365 4.019 2.299
H -4.180 2.117 0.459
C 2.570 -0.058 4.232
C 1.364 -0.918 4.606
N 0.298 -0.153 5.234
C 0.511 0.325 6.601
C 0.773 1.827 6.664
C -0.913 0.085 4.684
O -1.819 0.654 5.273
C -1.168 -0.360 3.266
C -2.270 -1.165 2.995
C -2.587 -1.451 1.679
C -1.828 -0.882 0.672
N -0.808 -0.061 0.925
C -0.478 0.176 2.196
H 3.308 -0.666 3.707
H 3.041 0.352 5.125
H 2.271 0.774 3.592
H 1.682 -1.695 5.307
H 0.967 -1.416 3.723
H 1.344 -0.233 7.027
H -0.391 0.104 7.174
H 1.656 2.107 6.088
H 0.925 2.128 7.700
H -0.089 2.366 6.272
H -2.869 -1.537 3.816
H -3.433 -2.076 1.429
H -2.047 -1.063 -0.375
H 0.351 0.859 2.351

Values from the calculation:
**Multiplicity**: 1
**HOMO level**: -10.083 eV
**Orbital gap**: 0.2785 hartree
**Charge**: +1
**LUMO**: -2.5052 eV
**Molar mass**: 1081.53 g/mol
**E**: -215564.49410 eV